# 1
{
  "formula": "C3H5FN2",
  "method": "the ωB97M-V functional and the def2-TZVPD basis",
  "symbols": ["C", "C", "C", "H", "H", "H", "H", "H", "N", "N", "F"],
  "xyz": [[-0.81013, -0.10478, -0.02781], [0.68265, 0.07590, -0.08007], [1.48594, 1.22723, -0.09309], [-2.57922, 0.97947, 0.07374], [-1.15944, 1.77607, 0.67989], [-0.54192, -1.99925, -0.08079], [1.06784, 2.25195, -0.12707], [2.53799, 0.87982, -0.02682], [-1.55652, 1.03712, 0.01188], [-1.28946, -1.27025, -0.07783], [1.38287, -1.04958, 0.12761]],
  "forces_ev_per_a": [[1.2, -0.8, -0.2], [1.9, 4.1, 0.9], [-2.2, -3.3, 0.0], [0.9, -0.5, 0.0], [-0.9, -1.5, -1.6], [-0.8, 0.9, -0.3], [0.7, -0.9, -0.2], [-0.6, 1.3, 0.0], [0.2, 2.5, 1.5], [-0.1, -1.2, 0.2], [-0.4, -0.6, -0.3]],
  "e_lumo_ev": 0.57,
  "total_energy_ha": -326.647954,
  "homo_energy_ev": -9.56,
  "charge": 0,
  "smiles": "[H]/N=C(/N)C(=C)F",
  "de_lowest_ev": 0.6018,
  "gap_ev": 10.12
}

# 2
{
  "formula": "C4H8N",
  "method": "the ωB97M-V functional and the def2-TZVPD basis",
  "symbols": ["C", "C", "C", "C", "N", "H", "H", "H", "H", "H", "H", "H", "H"],
  "xyz": [[1.37309, 0.21106, -0.07546], [0.16924, 0.37947, -0.05470], [2.78758, -0.06724, 0.05716], [-2.06563, -0.33950, 0.29531], [-1.16161, 0.72502, -0.20299], [3.15372, -0.22754, -0.98542], [3.32445, 0.89881, 0.26440], [3.08542, -0.85439, 0.73637], [-3.04390, -0.20454, -0.05497], [-1.64566, -1.29395, -0.29725], [-2.07899, -0.55425, 1.31628], [-1.27256, 0.90338, -1.14092], [-1.32132, 1.59859, 0.30138]],
  "forces_ev_per_a": [[-2.3, -0.1, 0.9], [3.6, -0.3, 0.0], [1.1, 1.8, -1.8], [1.3, -3.6, -3.6], [0.3, 0.2, 3.5], [-0.1, -0.6, 0.7], [-0.6, -0.9, 0.4], [-0.2, -0.1, 0.1], [-1.4, 0.6, -0.5], [-1.1, 1.9, 1.6], [0.7, 0.3, 1.7], [-1.0, 0.5, -3.1], [-0.2, 0.3, 0.0]],
  "e_lumo_ev": -3.73,
  "total_energy_ha": -211.600267,
  "homo_energy_ev": -14.89,
  "charge": 1,
  "smiles": "CC#C[NH2+]C",
  "de_lowest_ev": 1.9276,
  "gap_ev": 11.16
}

# 3
{
  "formula": "C11H11N3",
  "method": "the ωB97M-V functional and the def2-TZVPD basis",
  "symbols": ["C", "C", "C", "C", "C", "C", "C", "C", "C", "C", "C", "N", "N", "N", "H", "H", "H", "H", "H", "H", "H", "H", "H", "H", "H"],
  "xyz": [[3.55486, -0.54051, 0.57357], [3.02722, 0.63309, 1.08247], [2.77644, -1.50790, 0.06417], [1.69227, 0.92665, 0.93279], [0.26454, -2.00670, -0.48167], [1.41346, -1.25106, -0.03906], [0.86393, 0.00155, 0.38468], [-0.87752, -1.26623, -0.35912], [-2.27716, -1.68686, -0.24988], [-1.22143, 1.14923, 0.35969], [-2.33379, 1.64672, -0.47239], [-2.80126, -1.27766, 1.00161], [-2.54285, -0.35436, 1.64285], [-0.46258, 0.07549, 0.02350], [4.46518, -0.80641, 0.93318], [3.59309, 1.49243, 1.47456], [3.10658, -2.47464, -0.30025], [1.35234, 1.76726, 1.41300], [0.25306, -3.05906, -0.81043], [-3.07958, -1.37156, -0.97772], [-2.25107, -2.83362, -0.27611], [-0.95947, 1.78246, 1.24458], [-3.24999, 1.47208, 0.00925], [-2.33496, 1.14895, -1.42348], [-2.20541, 2.71898, -0.72132]],
  "forces_ev_per_a": [[-0.5, 0.8, 1.1], [-0.4, 1.6, -0.4], [-1.9, -1.2, -1.1], [1.0, -0.6, 0.3], [-0.1, -1.2, -0.1], [-1.9, 0.6, -0.2], [0.6, -1.8, -1.7], [1.6, 2.1, -0.5], [0.2, -2.0, -2.5], [-1.1, 0.9, 1.8], [1.4, 0.6, -0.9], [-1.7, -1.2, 1.8], [0.2, 1.7, 0.9], [0.5, -1.6, 0.4], [3.2, -0.5, 0.2], [0.3, -1.0, 0.1], [0.4, 0.1, 0.3], [-1.0, 2.2, 0.6], [0.1, 0.7, 0.3], [1.1, -0.1, 0.3], [-0.3, 1.6, 0.1], [0.2, -0.9, -1.0], [-1.5, 0.1, 0.6], [-0.1, -0.4, -0.6], [-0.2, -0.4, 0.4]],
  "e_lumo_ev": [0.56, 0.61],
  "total_energy_ha": -589.881843,
  "homo_energy_ev": [-7.23, -6.64],
  "charge": 0,
  "de_lowest_ev": 4.5620,
  "gap_ev": [7.79, 7.25]
}

# 4
{
  "formula": "C23H26B2BeF8N4O",
  "method": "the ωB97M-V functional and the def2-TZVPD basis",
  "symbols": ["Be", "B", "F", "F", "F", "F", "B", "F", "F", "F", "F", "N", "C", "C", "C", "C", "C", "H", "H", "H", "H", "H", "N", "C", "C", "C", "C", "C", "H", "H", "H", "H", "H", "N", "C", "C", "C", "C", "C", "H", "H", "H", "H", "H", "N", "C", "C", "C", "C", "C", "H", "H", "H", "H", "H", "C", "C", "O", "C", "H", "H", "H", "H", "H", "H"],
  "xyz": [[0.05209, -0.02327, 0.02212], [2.47494, 0.08402, -0.21000], [1.63361, 1.13067, 0.15351], [3.55618, 0.02084, 0.61110], [1.68457, -1.04086, -0.03289], [2.83203, 0.19271, -1.53978], [-2.38722, -0.27902, 0.02265], [-1.45718, -0.46131, 1.01097], [-3.21751, -1.36172, -0.04676], [-3.17180, 0.78927, 0.30391], [-1.63620, -0.08921, -1.10506], [0.14492, 0.18289, -1.72338], [1.04472, 1.09855, -2.11401], [1.01936, 1.69846, -3.36274], [-0.00056, 1.32513, -4.25838], [-0.96671, 0.38539, -3.92370], [-0.88241, -0.11438, -2.62034], [1.87526, 1.28092, -1.44816], [1.62880, 2.56364, -3.57829], [-0.13737, 1.87976, -5.17493], [-1.78794, 0.13022, -4.57703], [-1.55722, -0.86039, -2.22724], [-0.34274, 1.47895, -0.17640], [0.40545, 2.51432, 0.33726], [0.32664, 3.82785, -0.18893], [-0.55641, 4.10943, -1.24467], [-1.45777, 3.11070, -1.59690], [-1.31693, 1.81703, -1.09430], [1.07421, 2.37328, 1.17348], [0.95017, 4.64140, 0.15130], [-0.43002, 5.11664, -1.61341], [-2.12382, 3.37780, -2.40401], [-1.91547, 1.00144, -1.47241], [0.20231, 0.78910, 1.46205], [1.32306, 0.42208, 2.11750], [1.57610, 0.79095, 3.42815], [0.61383, 1.44939, 4.20740], [-0.54262, 1.76950, 3.51354], [-0.72415, 1.48207, 2.17387], [2.17850, -0.03878, 1.64608], [2.46829, 0.35788, 3.85577], [0.75480, 1.70928, 5.24614], [-1.36046, 2.19242, 4.07806], [-1.62481, 1.78256, 1.65917], [0.04237, -1.33707, -0.73974], [1.06439, -1.83685, -1.53573], [1.11713, -3.16671, -2.02562], [0.07101, -4.05951, -1.68966], [-1.00042, -3.57515, -0.90851], [-0.96423, -2.24857, -0.47496], [1.79069, -1.09942, -1.84411], [1.84407, -3.43383, -2.77835], [-0.01881, -5.03223, -2.15025], [-1.79551, -4.20768, -0.54226], [-1.77853, -1.88830, 0.13621], [-1.27185, -2.62065, 2.18964], [0.08271, -1.91824, 1.99683], [0.33940, -1.24327, 1.01199], [1.07233, -2.13729, 3.07532], [-1.61987, -3.08200, 1.26544], [-1.97113, -1.86727, 2.55230], [-1.24252, -3.37628, 2.97466], [0.72220, -1.60589, 3.96026], [2.02054, -1.68846, 2.77942], [1.27361, -3.18325, 3.30677]],
  "forces_ev_per_a": [[-0.3, 1.4, 0.7], [2.4, -1.0, 0.1], [8.0, -2.2, -2.7], [1.4, 0.2, 0.0], [13.6, 3.0, 0.7], [4.7, -2.0, 0.4], [-3.6, 0.7, 2.1], [-4.2, 1.7, 0.8], [-2.3, -0.5, -0.4], [-0.7, 1.3, 0.1], [-8.8, -7.2, 11.1], [3.3, 6.5, -10.9], [-1.3, 0.9, -2.9], [-1.5, -0.3, -0.9], [0.3, 1.1, 0.2], [0.9, 0.3, 1.7], [4.7, -2.0, -6.8], [-2.9, 2.6, -2.1], [0.3, -0.2, -0.1], [0.3, 0.0, -0.3], [0.1, -0.1, 0.0], [1.2, -1.9, -4.7], [-6.1, 9.7, -5.0], [-2.4, 5.6, -2.0], [-0.5, -1.4, -0.5], [0.8, -0.7, 1.6], [0.9, 1.2, -0.3], [0.7, 7.8, 0.3], [-0.7, 1.7, -0.6], [0.3, -0.3, 0.4], [-0.7, 0.0, -0.6], [-0.5, -0.6, 0.0], [-0.7, 6.1, -0.9], [1.0, -2.2, 12.7], [-0.4, 2.0, 3.3], [-0.3, -0.1, 0.9], [0.6, -0.4, -1.5], [-0.6, 0.3, 0.7], [0.9, -1.4, 1.1], [-1.2, -0.1, 1.0], [0.3, 0.4, 0.2], [0.0, -0.1, 0.0], [-0.1, 0.3, -0.2], [0.0, -0.1, 0.1], [-5.6, -15.2, -6.6], [-2.2, -3.3, -2.9], [-1.6, 1.0, 0.8], [-0.7, 1.1, 0.1], [1.6, 0.4, -0.6], [1.7, -1.2, -2.5], [-0.7, -1.6, -1.1], [0.3, 0.0, 0.3], [0.3, -0.2, 0.1], [-0.2, -0.1, -0.3], [2.0, -2.2, -1.1], [0.4, -0.2, 1.0], [-0.7, -1.7, -0.5], [-2.2, -6.0, 15.1], [1.1, 0.0, 0.1], [-0.1, 0.1, 0.9], [-0.2, -0.1, -0.2], [0.4, -0.1, 0.0], [0.0, -0.2, 0.2], [0.0, -0.3, 0.2], [-0.4, -0.1, 0.0]],
  "e_lumo_ev": 0.09,
  "total_energy_ha": -2048.871225,
  "homo_energy_ev": -7.51,
  "charge": 0,
  "gap_ev": 7.60
}

# 5
{
  "formula": "C25H45Cl3O10Se2Si3Ta",
  "method": "the ωB97M-V functional and the def2-TZVPD basis",
  "symbols": ["Ta", "O", "C", "O", "C", "C", "C", "C", "C", "O", "C", "C", "O", "O", "H", "H", "H", "H", "H", "H", "H", "H", "O", "C", "C", "C", "O", "C", "Se", "C", "Se", "H", "H", "H", "H", "H", "H", "H", "H", "H", "H", "C", "O", "Si", "C", "C", "C", "Si", "C", "C", "C", "Si", "C", "C", "C", "H", "H", "H", "H", "H", "H", "H", "H", "H", "H", "H", "H", "H", "H", "H", "H", "H", "H", "H", "H", "H", "H", "H", "H", "H", "H", "H", "Cl", "C", "Cl", "Cl", "C", "O", "O"],
  "xyz": [[-0.13509, -0.21666, 0.03838], [-4.09369, -0.58876, -0.38962], [-3.10899, -0.77986, 0.29298], [-2.02639, -0.09416, 0.22698], [-3.11059, -1.93826, 1.30118], [-2.15759, -1.73076, 2.48688], [-2.42769, -2.81636, 3.54358], [-1.75879, -4.04326, 2.89178], [-1.27839, -3.43896, 1.56438], [-0.89659, -2.11466, 1.94528], [-2.49289, -3.20116, 0.64628], [-2.03489, -2.99176, -0.82632], [-2.52509, -3.68916, -1.69062], [-1.12119, -2.11506, -1.01952], [-4.14859, -2.10156, 1.59758], [-2.10719, -0.71066, 2.86578], [-3.49629, -2.94876, 3.71268], [-1.94869, -2.55246, 4.48308], [-2.44129, -4.87466, 2.73318], [-0.90579, -4.39136, 3.47558], [-0.44339, -3.95026, 1.08208], [-3.18889, -4.04386, 0.65178], [5.04541, -2.13786, 3.72538], [4.79271, -2.39366, 2.37448], [3.36381, -2.00066, 1.91748], [2.33991, -2.78216, 2.76408], [2.32651, -2.40686, 4.12238], [3.20481, -0.49546, 2.10148], [1.32191, 0.30264, 2.02478], [3.24741, -2.39266, 0.45058], [1.40291, -2.23816, -0.38592], [4.24231, -2.39356, 4.20908], [4.93751, -3.46156, 2.14668], [5.53291, -1.82066, 1.80688], [2.58021, -3.84826, 2.74088], [1.34701, -2.64446, 2.32468], [2.03771, -1.48376, 4.14798], [3.81401, 0.02254, 1.36308], [3.57431, -0.20556, 3.08978], [3.49511, -3.44786, 0.31688], [3.95031, -1.80686, -0.13692], [3.66661, 0.48804, -1.60592], [2.27221, 0.56294, -1.44002], [1.23851, 0.87924, -2.73512], [2.15351, 2.14724, -3.84482], [1.07351, -0.69846, -3.80152], [-0.24469, 1.37564, -1.68332], [-0.06659, 3.14644, -0.94282], [0.00501, 4.43644, -2.37302], [1.55671, 3.33644, 0.05838], [-1.44919, 3.87914, 0.16438], [-1.86729, 1.17534, -2.69142], [-2.42279, -0.57556, -3.21422], [-1.59499, 2.05844, -4.38162], [-3.38159, 2.08814, -1.96772], [4.01931, 1.29264, -2.25002], [3.94001, -0.47066, -2.05422], [4.14001, 0.58424, -0.62882], [2.99351, 1.68154, -4.35422], [2.52511, 2.99264, -3.27472], [1.48651, 2.52804, -4.60822], [2.01051, -0.96206, -4.28772], [0.32731, -0.57696, -4.57812], [0.77881, -1.55066, -3.19232], [0.45441, 4.05344, -3.27752], [0.57791, 5.30334, -2.05912], [-0.99049, 4.78294, -2.62802], [2.35171, 2.69334, -0.30032], [1.38591, 3.10074, 1.10608], [1.91181, 4.36174, 0.01228], [-2.30139, 3.22264, 0.27708], [-1.81139, 4.81674, -0.24512], [-1.07099, 4.08784, 1.15768], [-1.65399, -1.33396, -3.12282], [-2.76729, -0.58016, -4.24592], [-3.25549, -0.90076, -2.59592], [-0.70579, 1.70984, -4.89242], [-1.51439, 3.13124, -4.27392], [-2.44069, 1.86554, -5.03282], [-3.56029, 1.81964, -0.93422], [-4.26809, 1.79084, -2.51852], [-3.29389, 3.16864, -2.03492], [-2.74029, 1.35434, 4.87248], [-2.67729, 2.34914, 3.40498], [-3.81649, 1.67384, 2.22608], [-3.11659, 3.99694, 3.79688], [-1.16669, 2.27024, 2.87608], [-0.37799, 3.02244, 3.39208], [-1.02079, 1.38844, 2.00978]],
  "forces_ev_per_a": [[-0.5, -1.2, -0.7], [0.6, 0.3, 0.2], [-2.6, -1.8, 0.4], [1.2, 1.3, 0.0], [0.1, 0.5, -0.2], [-0.7, 0.4, 0.5], [0.0, 0.2, -0.1], [0.2, 0.1, -0.1], [-0.1, -0.7, -0.3], [0.2, 0.3, -0.2], [0.3, -0.1, -0.6], [-0.8, -0.7, 1.0], [0.0, -0.1, -0.3], [1.4, 2.0, 0.1], [0.2, 0.1, 0.0], [0.1, -0.1, -0.1], [0.0, 0.0, 0.1], [0.0, 0.0, 0.1], [0.0, -0.1, 0.0], [0.0, 0.0, 0.0], [-0.1, 0.1, 0.1], [0.1, 0.1, 0.0], [0.0, 0.0, 0.5], [-0.2, 0.0, -0.5], [0.0, -0.1, 0.2], [-0.2, -0.1, -0.9], [0.1, 0.3, 0.5], [-0.6, 0.0, -0.3], [1.2, -0.1, 0.3], [-0.7, 0.6, -0.2], [0.6, -0.5, 0.3], [0.1, 0.1, 0.1], [0.0, 0.0, 0.0], [0.0, -0.1, -0.1], [0.0, 0.0, 0.0], [0.1, -0.1, 0.1], [-0.2, -0.1, 0.1], [0.0, 0.1, 0.0], [-0.2, 0.1, -0.1], [-0.2, 0.0, -0.1], [0.0, 0.0, 0.0], [-0.1, -0.2, 0.0], [0.0, 0.3, -0.2], [0.4, -0.1, 0.0], [-0.5, -0.4, 0.5], [-0.2, 0.5, 0.6], [-0.1, -1.2, 0.8], [0.4, 0.9, 0.1], [0.0, -0.6, 0.3], [-0.5, -0.1, -0.3], [0.3, -0.6, -0.3], [-0.7, 0.3, -0.8], [0.3, 0.4, 0.4], [0.0, -0.2, 0.6], [0.7, -0.3, 0.0], [0.2, 0.1, 0.0], [0.2, -0.1, 0.0], [0.1, 0.0, 0.0], [0.1, -0.2, 0.0], [0.1, 0.2, 0.1], [-0.2, 0.1, -0.2], [0.2, 0.2, 0.0], [-0.2, 0.1, -0.2], [-0.1, 0.0, 0.1], [0.2, -0.1, -0.3], [0.1, 0.2, 0.2], [-0.3, 0.0, 0.0], [0.1, -0.1, -0.1], [-0.1, -0.1, 0.1], [-0.1, 0.3, -0.1], [-0.2, -0.2, 0.0], [0.0, 0.2, -0.2], [0.2, 0.0, 0.2], [0.1, -0.1, 0.0], [0.0, 0.3, -0.2], [0.0, 0.0, 0.1], [0.3, -0.1, -0.2], [0.1, 0.3, 0.1], [-0.2, -0.2, -0.1], [0.0, 0.0, 0.2], [-0.1, -0.2, -0.2], [0.1, 0.2, 0.0], [0.0, -0.2, 0.3], [0.3, -0.2, -0.3], [-0.2, 0.1, 0.1], [-0.2, 0.3, 0.0], [-0.5, 0.1, 0.2], [0.5, 0.6, 0.4], [-0.1, -1.0, -1.3]],
  "e_lumo_ev": 1.27,
  "total_energy_ha": -8841.269893,
  "homo_energy_ev": -6.06,
  "charge": -1,
  "de_lowest_ev": 1.5602,
  "gap_ev": 7.33
}

# 6
{
  "formula": "C20H15AsF7NOSe4TeTi",
  "method": "the ωB97M-V functional and the def2-TZVPD basis",
  "symbols": ["Ti", "F", "C", "C", "C", "C", "C", "F", "C", "C", "C", "C", "C", "C", "N", "H", "H", "H", "H", "H", "H", "Se", "Se", "Te", "Se", "C", "As", "C", "C", "O", "H", "H", "H", "H", "H", "H", "H", "H", "H", "F", "C", "C", "F", "C", "F", "C", "Se", "C", "F", "C", "F"],
  "xyz": [[-0.88261, -0.41208, -0.13622], [-4.19480, 3.55991, 1.87266], [-2.98941, 3.04929, 1.59611], [-2.90018, 1.81453, 0.97977], [-1.65133, 1.28780, 0.69256], [-0.48029, 2.00086, 1.03604], [-0.63229, 3.24258, 1.65787], [0.44379, 3.95471, 2.04928], [-1.86739, 3.77871, 1.94077], [0.84030, 1.37836, 0.83018], [2.04182, 2.08379, 0.73535], [3.23178, 1.38913, 0.62601], [3.22697, -0.00020, 0.58872], [2.00323, -0.63188, 0.62235], [0.85603, 0.03173, 0.75829], [-3.80969, 1.28518, 0.72684], [-1.93680, 4.73835, 2.43352], [2.04292, 3.16064, 0.73199], [4.16454, 1.93428, 0.56038], [4.13397, -0.58131, 0.51468], [1.93759, -1.71170, 0.55070], [-2.80623, -0.24293, -1.59298], [-5.51252, -1.77289, -4.88247], [-4.12072, -1.85160, -2.88236], [-2.41669, -2.06828, -0.67515], [-1.41978, 0.95374, -4.32833], [-0.11484, -0.22818, -3.50097], [1.59906, 0.17401, -4.27865], [-0.59563, -2.02824, -4.01748], [0.11751, -0.08274, -1.82489], [-0.95811, 1.38748, -5.21504], [-1.74083, 1.73984, -3.64845], [-2.29427, 0.36408, -4.60191], [1.53025, -0.01457, -5.35016], [2.36710, -0.46371, -3.84675], [1.85918, 1.21632, -4.10575], [-1.35606, -1.98984, -4.79516], [-1.02367, -2.56514, -3.17000], [0.29614, -2.55029, -4.36364], [2.84060, -1.93767, 5.93393], [1.98419, -2.02435, 4.91801], [1.06810, -1.01093, 4.69521], [1.03517, 0.05811, 5.48753], [0.20232, -1.12361, 3.62626], [-0.66555, -0.13423, 3.42556], [0.22583, -2.20755, 2.75428], [-1.02146, -2.28820, 1.30820], [1.15108, -3.20612, 3.00521], [1.24312, -4.25289, 2.18664], [2.02301, -3.12151, 4.07740], [2.92551, -4.08082, 4.29405]],
  "forces_ev_per_a": [[0.3, -0.5, -1.5], [0.0, 0.0, 0.0], [0.2, -0.2, -0.1], [-0.1, 0.1, 0.0], [0.6, 0.4, 0.7], [-0.3, 0.4, 0.2], [-0.1, -0.2, -0.1], [0.0, 0.0, 0.0], [0.0, 0.2, 0.1], [0.7, 0.4, 0.4], [0.0, 0.0, 0.0], [0.0, -0.1, 0.0], [-0.1, 0.1, 0.0], [0.4, -0.2, 0.1], [1.1, 0.9, 0.4], [0.0, 0.0, 0.0], [-0.1, 0.0, 0.0], [0.0, 0.0, 0.1], [0.0, 0.0, 0.0], [0.0, 0.0, 0.0], [-0.2, 0.0, 0.0], [-2.1, 7.4, -1.9], [0.3, 0.6, 0.0], [-3.0, -3.0, -3.1], [-0.5, -5.5, 0.9], [0.2, 0.0, 0.2], [-0.4, -0.3, 0.0], [-0.1, 0.0, 0.0], [0.2, 0.1, 0.1], [0.7, 0.0, -0.1], [0.0, 0.0, 0.0], [0.2, 0.0, 0.0], [0.1, -0.1, 0.0], [0.0, 0.0, 0.0], [-0.1, -0.1, 0.1], [-0.1, 0.0, 0.0], [0.1, 0.1, -0.1], [0.0, 0.2, 0.1], [0.0, 0.0, 0.0], [0.0, 0.0, 0.0], [0.1, 0.0, 0.1], [0.0, -0.1, -0.1], [0.0, 0.0, 0.1], [0.1, -0.4, -0.2], [-0.2, 0.3, 0.0], [0.6, 0.3, 0.5], [1.1, -1.1, 3.0], [-0.1, 0.5, 0.2], [0.1, -0.2, -0.1], [0.1, -0.2, -0.1], [0.0, 0.0, 0.0]],
  "e_lumo_ev": -1.25,
  "total_energy_ha": -14559.073601,
  "homo_energy_ev": -6.23,
  "charge": 0,
  "de_lowest_ev": 5.5482,
  "gap_ev": 4.97
}